Molecular formula: C36H34BrF15GeIrN7O3S
Method: DFT, ωB97M-V with the def2-TZVPD basis set

```
99
Properties=species:S:1:pos:R:3:forces:R:3
Ir 1.354086 -0.157420 -0.067158 0.483 -0.237 0.188
Br 4.894922 -1.414666 4.224858 -0.012 0.027 -0.064
Ge -3.050282 1.051225 -0.832393 -1.829 0.485 -0.262
S -0.891910 0.291168 -0.542754 1.170 -0.135 0.262
F -2.719234 4.368717 3.188358 -0.035 0.036 0.010
F -4.034977 2.312457 -6.629831 0.002 -0.027 -0.002
F -6.610322 -3.358860 1.220050 -0.014 0.012 -0.012
F -5.232733 1.106899 1.480305 -0.153 -0.058 0.112
F -5.717952 0.603991 -5.371371 0.008 0.019 -0.016
F -4.768954 -3.842589 -0.707058 -0.038 0.007 0.000
F -1.390717 2.567665 -2.756015 0.055 0.069 -0.150
F -5.260189 -0.084501 -2.801540 -0.091 -0.006 -0.135
F -3.156215 -1.807578 -1.552770 -0.070 -0.167 -0.014
F -6.847239 -0.897110 2.312582 -0.017 -0.010 -0.018
F -2.122672 2.087979 1.858929 -0.050 0.064 0.097
F -4.334179 6.221159 2.024195 0.011 0.012 -0.024
F -5.286518 5.809474 -0.487231 -0.004 0.001 0.043
F -1.852846 3.285996 -5.353298 0.004 -0.028 -0.024
F -4.685612 3.548323 -1.799845 -0.060 0.112 0.025
O 0.734062 -0.196949 1.974012 0.453 -0.472 -0.812
O 2.137372 -2.028158 -0.622361 -1.079 0.873 -0.130
O 1.788803 0.384792 -2.035864 -0.087 -0.334 0.686
N 1.140535 0.644476 -4.162311 0.102 0.194 -0.031
N 4.381456 -2.405318 -1.020180 -0.275 0.353 -0.108
N 0.615448 1.841519 3.023554 0.218 -0.179 -0.239
N 3.282515 0.033397 0.767123 -0.913 0.174 -0.405
N 3.198481 -3.697372 0.481339 -0.460 0.174 0.041
N 0.540458 -1.269420 -3.038030 0.009 -0.017 0.162
N -0.847548 0.049527 3.528506 0.075 -0.271 -0.093
C 4.645943 -0.431942 2.648783 0.124 -0.028 -0.020
C 5.251749 -4.618360 -0.501560 -0.113 0.120 -0.027
C -5.131760 -0.100396 0.923915 0.329 0.053 -0.107
C -3.802621 1.958894 -5.387113 0.004 0.003 -0.039
C -4.083714 -1.599064 -0.601337 0.049 0.266 0.129
C 5.343904 1.168936 1.019088 0.106 -0.036 0.150
C 1.993444 -3.959412 1.267465 0.015 -0.088 -0.041
C -4.179579 -0.321310 -0.063393 0.444 -0.120 -0.061
C -4.513407 4.910720 0.089028 -0.085 0.073 -0.066
C 4.479549 -1.366713 -2.037814 0.107 -0.158 -0.118
C 1.558779 2.407304 2.068305 0.275 -0.171 0.257
C 1.158463 -0.085690 -3.060846 0.033 -0.110 -0.153
C 3.502767 -0.641166 1.901603 0.043 -0.153 0.089
C -5.841328 -2.383022 0.798839 0.006 -0.018 0.014
C 4.184866 0.913177 0.316406 -0.059 0.155 -0.209
C -4.664696 1.082687 -4.740368 -0.112 -0.023 -0.005
C -4.894947 -2.631323 -0.190667 0.072 -0.132 -0.072
C 0.453039 0.281594 -5.397399 -0.043 -0.148 0.002
C -3.307727 1.224664 -2.747625 0.420 -0.068 0.126
C -4.024979 5.126635 1.370640 0.011 -0.031 -0.023
C -5.961431 -1.117298 1.358792 -0.088 0.049 0.088
C -3.367986 2.778411 -0.003657 0.364 -0.139 0.041
C 0.223336 2.752949 4.108010 -0.284 0.010 0.177
C 4.281716 -4.672395 0.656627 0.218 -0.188 0.016
C 0.183618 0.577013 2.849723 -0.351 0.448 0.067
C -2.896932 3.029214 1.271713 -0.018 -0.085 -0.207
C -2.684185 2.461209 -4.730010 0.124 0.116 -0.030
C -4.185382 3.743637 -0.580005 0.172 -0.189 -0.026
C 5.604173 -3.164809 -0.742130 0.119 -0.257 0.104
C -4.412771 0.728542 -3.426109 0.208 -0.018 0.171
C -3.203104 4.176201 1.963870 0.107 -0.039 0.165
C -2.459171 2.084841 -3.426419 -0.102 -0.204 0.192
C -1.481947 -1.145288 2.963203 0.139 -0.113 0.117
C -1.342582 0.433895 4.856805 -0.018 0.249 0.129
C 5.580806 0.499392 2.212420 -0.067 -0.026 -0.010
C 3.238154 -2.686815 -0.391637 0.737 -0.200 0.551
H 2.277039 -4.117696 2.308405 0.017 0.043 0.002
H 5.332093 -0.724040 -1.815289 -0.034 0.020 0.037
H 1.497336 -4.862843 0.910053 0.017 0.008 -0.021
H -1.080184 -2.061050 3.402084 0.000 0.008 0.013
H 0.136761 -1.673143 -3.867310 -0.033 0.078 -0.026
H 1.304436 -3.126066 1.186869 -0.019 -0.004 0.090
H 1.614285 1.533188 -4.108247 -0.048 0.019 0.029
H 3.959649 1.413039 -0.616592 -0.062 0.019 0.034
H 0.640269 1.048735 -6.141580 0.022 0.028 0.031
H 4.796990 -4.466830 1.598864 -0.063 0.056 0.023
H 2.752345 -1.349641 2.223103 -0.035 0.078 -0.012
H -1.978429 -0.366630 5.222563 0.066 -0.073 -0.043
H -0.624069 0.212805 -5.232280 0.004 0.011 -0.005
H 0.672021 -1.869130 -2.237729 0.075 -0.043 -0.055
H 4.795503 -5.036879 -1.400597 0.036 -0.030 -0.005
H 3.571212 -0.782447 -2.067269 0.046 0.043 -0.013
H -1.937030 1.343493 4.835202 -0.081 -0.050 -0.062
H 0.822209 -0.666247 -5.791636 0.039 0.020 -0.006
H 1.367596 3.472163 1.968256 -0.039 -0.009 -0.021
H 0.507045 2.362514 5.080794 0.068 0.019 -0.017
H 3.836527 -5.663612 0.743914 -0.095 0.044 -0.012
H 6.104302 -2.744707 0.136234 -0.002 0.062 -0.027
H 6.278334 -3.059992 -1.589391 -0.086 0.086 -0.057
H 2.595126 2.263339 2.386346 0.006 0.045 -0.013
H 4.652825 -1.818842 -3.016341 -0.013 -0.022 0.012
H -0.842354 2.962330 4.101092 0.018 0.009 -0.103
H -2.549270 -1.100952 3.171863 0.002 0.061 -0.005
H 6.141874 -5.200114 -0.272154 0.003 0.002 0.010
H 6.470807 0.692783 2.797122 0.018 0.008 -0.030
H -0.531994 0.560249 5.568594 0.034 -0.091 -0.022
H -1.323745 -1.182102 1.889327 -0.092 -0.021 -0.013
H 1.443189 1.951758 1.083300 -0.090 0.165 -0.047
H 0.742574 3.696225 3.972545 0.058 -0.048 -0.073
H 6.052632 1.896605 0.648939 -0.023 -0.007 -0.053
```
Positions in Å, forces in eV/Å.

Properties
energy relative to the best compared isomer or geometry (same formula, charge and spin)	52.30	kcal/mol
E_HOMO (alpha / beta)	-16.09 / -16.09	eV
net charge	+3
total energy	-235425.0411	eV
<S²>	0.763
spin multiplicity	2

Charges in e, computed with Löwdin, in the same order as the atoms:
1 Ir 1.238
2 Br 0.873
3 Ge 0.906
4 S 0.591
5 F 0.138
6 F 0.191
7 F 0.193
8 F 0.123
9 F 0.177
10 F 0.162
11 F 0.061
12 F 0.132
13 F 0.067
14 F 0.170
15 F 0.056
16 F 0.193
17 F 0.177
18 F 0.150
19 F 0.128
20 O -0.241
21 O -0.178
22 O -0.221
23 N 0.073
24 N -0.047
25 N -0.080
26 N -0.087
27 N -0.045
28 N 0.223
29 N -0.092
30 C -0.651
31 C -0.122
32 C -0.203
33 C -0.110
34 C -0.244
35 C 0.003
36 C 0.004
37 C -0.150
38 C -0.121
39 C 0.002
40 C -0.019
41 C -0.588
42 C -0.176
43 C -0.107
44 C -0.108
45 C -0.123
46 C -0.130
47 C -0.019
48 C -0.148
49 C -0.108
50 C -0.128
51 C -0.133
52 C -0.003
53 C -0.117
54 C -0.451
55 C -0.225
56 C -0.144
57 C -0.194
58 C -0.112
59 C -0.203
60 C -0.125
61 C -0.245
62 C -0.012
63 C -0.006
64 C -0.039
65 C -0.421
66 H 0.108
67 H 0.104
68 H 0.113
69 H 0.109
70 H 0.126
71 H 0.073
72 H 0.168
73 H 0.131
74 H 0.109
75 H 0.139
76 H 0.101
77 H 0.103
78 H 0.089
79 H 0.087
80 H 0.136
81 H 0.047
82 H 0.092
83 H 0.103
84 H 0.110
85 H 0.098
86 H 0.141
87 H 0.139
88 H 0.139
89 H 0.102
90 H 0.115
91 H 0.074
92 H 0.101
93 H 0.138
94 H 0.132
95 H 0.099
96 H 0.052
97 H 0.030
98 H 0.104
99 H 0.136

Molecular formula: C36H34ClN8OTm
Method: DFT, ωB97M-V with the def2-TZVPD basis set

```
81
Properties=species:S:1:pos:R:3:forces:R:3
Tm 0.142869 0.126851 0.140136 0.361 0.165 0.003
Cl 0.094595 -1.427188 5.766287 -0.020 -0.007 0.034
O -3.730496 -1.400290 1.384226 -0.162 -0.193 0.012
N 0.080508 -2.063310 -1.427110 -0.071 0.364 0.167
N -1.172931 1.088086 -1.714248 0.165 -0.178 0.112
N 0.573150 2.715310 0.164279 -0.208 -0.271 0.043
N 2.252885 -1.230067 0.214353 -0.181 0.078 0.078
N -1.528688 -1.308401 0.699333 -0.147 0.462 0.030
N -1.373613 1.111685 2.038915 0.148 -0.196 -0.302
N 1.335183 0.398264 2.499683 -0.324 -0.030 -0.153
N 2.197151 1.107133 -1.314274 -0.369 -0.088 0.040
C -0.372572 3.633622 0.400399 -0.003 -0.092 -0.119
C -2.435860 1.415529 -1.393119 0.210 -0.142 0.115
C 3.327596 -0.962140 -0.529871 -0.047 -0.022 0.013
C -0.882954 -2.913145 -1.072031 0.007 -0.072 -0.066
C -0.714006 1.403758 -2.940592 -0.093 0.004 0.191
C -2.426204 0.323669 2.274533 0.088 0.051 -0.030
C 2.827143 2.092834 -0.423453 -0.030 -0.015 0.007
C 2.457591 1.430337 4.334968 0.059 0.057 0.103
C -2.629093 -0.883463 1.394187 0.336 0.044 -0.069
C 0.927553 -2.462391 -2.397185 -0.025 0.041 0.118
C 4.563298 -2.723541 0.501943 0.129 -0.100 0.027
C -3.285028 2.083443 -2.243836 -0.164 0.096 -0.054
C 3.431034 -3.037375 1.240795 0.109 -0.116 0.064
C 1.826184 0.587653 5.233893 0.134 0.142 0.130
C -0.098756 4.978872 0.541219 -0.024 0.127 0.028
C 2.197697 4.460026 0.146572 0.056 0.137 -0.008
C -3.065184 1.587063 4.190266 -0.055 -0.012 0.050
C -1.951782 2.390106 3.974741 -0.079 0.030 0.094
C -1.036397 -4.157005 -1.685755 -0.031 -0.117 -0.011
C -1.145428 2.119630 2.893127 0.106 -0.015 -0.130
C 0.721008 -0.410340 3.373382 0.095 0.020 -0.234
C 0.686100 0.997277 -3.319998 -0.071 -0.025 0.097
C 0.845448 -3.664449 -3.048812 0.036 -0.085 -0.079
C -3.305755 0.537522 3.322750 -0.073 0.018 0.098
C -1.848398 -2.545167 0.003684 0.162 0.084 0.030
C 2.182035 1.308760 2.984676 0.012 -0.105 0.007
C 1.783578 1.763243 -2.582913 0.037 0.052 0.075
C 2.307840 -2.261979 1.068839 -0.059 0.105 -0.066
C -2.807770 2.436638 -3.493563 -0.051 0.068 -0.143
C -0.174192 -4.539683 -2.685098 -0.042 -0.124 -0.047
C -1.512937 2.087611 -3.841031 -0.029 0.052 -0.170
C 1.219038 5.397521 0.439593 0.026 0.098 0.008
C 1.832164 3.134818 0.000972 -0.019 -0.013 0.048
C 4.508423 -1.672499 -0.395241 0.167 -0.061 -0.040
C 3.192501 0.075749 -1.610777 0.047 0.013 0.048
C 0.940733 -0.347952 4.731837 -0.039 -0.104 0.160
H 2.661480 1.874486 -3.225581 0.054 0.011 -0.027
H -0.007683 -1.113751 2.986833 0.032 -0.051 -0.058
H -4.295611 2.311379 -1.931526 0.051 -0.010 -0.028
H -4.143127 -0.136157 3.432688 -0.013 0.012 0.020
H 3.420130 -3.862137 1.942441 0.011 0.057 -0.067
H 5.369136 -1.407905 -0.998636 -0.049 -0.035 0.035
H -3.440652 2.966424 -4.196305 0.054 -0.039 0.038
H -2.844947 -2.495982 -0.431201 -0.187 0.053 -0.094
H -0.281721 -5.501378 -3.173547 0.005 0.071 0.039
H -3.724098 1.771400 5.029683 0.016 -0.007 -0.036
H -1.119217 2.331599 -4.819832 -0.039 -0.001 0.037
H -1.389507 3.268448 0.477037 0.047 0.006 0.005
H -0.904323 5.678130 0.728738 0.074 -0.044 -0.017
H -1.903118 -3.373155 0.714102 -0.020 -0.101 0.077
H 1.434188 2.768578 -2.353715 -0.014 0.015 -0.015
H 0.809394 1.142397 -4.390218 -0.011 0.049 -0.072
H 2.650878 1.978204 2.276419 -0.015 -0.014 0.039
H 1.403731 -2.479614 1.624329 -0.030 0.032 0.026
H 4.165435 0.532376 -1.810365 0.116 0.038 -0.028
H 2.905926 -0.419287 -2.536034 0.032 -0.008 -0.049
H 1.724563 -1.783557 -2.655287 -0.044 -0.036 0.008
H 3.243639 1.559117 0.435473 -0.021 -0.026 -0.040
H 3.666579 2.579933 -0.929029 0.079 0.038 -0.020
H -2.779947 1.116001 -0.409834 0.030 -0.023 0.014
H 1.562772 -3.913138 -3.819776 -0.044 -0.001 0.032
H 3.230279 4.754921 0.003233 -0.051 0.001 0.016
H 0.794851 -0.072615 -3.144992 -0.005 -0.015 -0.021
H -1.840432 -4.805541 -1.359062 0.040 0.014 -0.023
H 3.157211 2.182043 4.676218 -0.036 -0.028 0.002
H 5.474907 -3.299282 0.617234 -0.073 0.053 -0.003
H 2.006082 0.655734 6.300278 0.007 -0.003 -0.071
H 1.477947 6.443580 0.557896 -0.019 -0.076 -0.018
H -1.708731 3.214430 4.632345 -0.030 -0.039 -0.010
H -0.265076 2.721595 2.709413 -0.020 -0.018 0.005
```
Positions in Å, forces in eV/Å.

Properties
energy relative to the best compared isomer or geometry (same formula, charge and spin)	0.00	kcal/mol
E_HOMO (alpha / beta)	-13.78 / -13.78	eV
net charge	+2
total energy	-93897.8847	eV
<S²>	2.002
spin multiplicity	3

Charges in e, computed with Löwdin, in the same order as the atoms:
1 Tm 1.485
2 Cl 0.755
3 O 0.081
4 N 0.049
5 N 0.007
6 N 0.038
7 N -0.003
8 N -0.116
9 N 0.023
10 N -0.010
11 N -0.207
12 C -0.134
13 C -0.121
14 C -0.262
15 C -0.252
16 C -0.255
17 C -0.206
18 C -0.127
19 C -0.017
20 C -0.523
21 C -0.139
22 C -0.012
23 C -0.022
24 C -0.016
25 C -0.045
26 C -0.017
27 C 0.011
28 C -0.006
29 C -0.019
30 C 0.004
31 C -0.150
32 C -0.197
33 C -0.091
34 C -0.032
35 C 0.035
36 C -0.174
37 C -0.126
38 C -0.136
39 C -0.117
40 C -0.012
41 C -0.023
42 C 0.011
43 C -0.010
44 C -0.293
45 C 0.012
46 C -0.133
47 C -0.639
48 H 0.140
49 H 0.096
50 H 0.125
51 H 0.133
52 H 0.125
53 H 0.131
54 H 0.128
55 H 0.136
56 H 0.125
57 H 0.126
58 H 0.128
59 H 0.106
60 H 0.125
61 H 0.143
62 H 0.130
63 H 0.131
64 H 0.094
65 H 0.110
66 H 0.143
67 H 0.116
68 H 0.075
69 H 0.118
70 H 0.145
71 H 0.103
72 H 0.119
73 H 0.131
74 H 0.085
75 H 0.133
76 H 0.124
77 H 0.128
78 H 0.128
79 H 0.128
80 H 0.121
81 H 0.101